No. 1
The following is a quantum chemistry calculation of a cluster of 16 separate species, C15H53BrN5O17PS in total, from the Open Molecules 2025 dataset.

Each line ends with the Mulliken charge.
Cartesian coordinates (Å):
C1 2.340 -1.899 4.657  -0.95
C2 1.910 -0.722 3.596  0.02
C3 2.288 -1.324 2.081  -0.91
Br1 4.324 -1.345 1.955  -0.05
C4 1.585 -0.429 0.906  0.23
C5 0.399 -0.900 -0.121  -0.19
C6 -0.246 -2.426 -0.011  -0.72
C7 -1.875 -2.400 0.370  -0.29
N1 -2.205 -3.123 1.653  0.20
C8 -3.679 -3.158 1.968  -0.30
C9 -4.647 -2.309 0.960  -0.53
C10 -1.757 -4.568 1.656  0.24
C11 -1.945 -5.658 0.447  -0.58
O1 -1.176 -5.010 2.805  -0.63
C12 -0.167 0.145 -1.300  0.47
P1 -1.535 -0.483 -2.536  0.04
N2 -0.793 -1.595 -3.732  -0.63
O2 -2.186 0.830 -3.475  -0.29
C13 0.460 1.683 -1.394  -0.19
N3 -0.015 2.725 -2.424  -0.43
C14 1.666 2.234 -0.374  -0.17
N4 2.273 3.621 -0.414  -0.28
S1 3.451 3.480 0.898  0.19
N5 3.233 1.855 1.544  -0.26
C15 2.161 1.132 0.733  0.43
H1 3.076 -1.443 5.472  0.30
H2 2.928 -2.806 4.153  0.27
H3 1.422 -2.329 5.262  0.26
H4 0.741 -0.497 3.575  0.29
H5 2.525 0.258 3.776  0.08
H6 1.978 -2.451 2.113  0.43
H7 0.392 -3.048 0.746  0.30
H8 -0.123 -2.888 -1.105  0.01
H9 -2.399 -2.901 -0.579  0.24
H10 -2.129 -1.235 0.444  0.30
H11 -3.929 -2.866 3.098  0.20
H12 -4.017 -4.299 1.874  0.23
H13 -5.794 -2.318 1.288  0.38
H14 -4.316 -1.164 1.001  -0.03
H15 -4.626 -2.644 -0.162  0.19
H16 -2.202 -6.697 0.976  0.12
H17 -0.862 -5.829 -0.024  0.27
H18 -2.739 -5.352 -0.366  0.27
H19 -0.178 -2.262 -3.215  0.38
H20 -0.271 -1.018 -4.428  0.28
H21 -2.480 0.546 -4.391  0.35
H22 -1.034 2.930 -2.223  0.30
H23 0.086 2.354 -3.399  0.30
O3 4.823 4.062 4.167  -0.63
H24 4.475 4.897 3.819  0.31
H25 4.221 3.391 3.810  0.29
O4 -2.775 -8.772 2.720  -0.64
H26 -3.604 -8.716 2.222  0.31
H27 -2.602 -7.857 2.989  0.32
O5 6.792 -2.763 3.772  -0.61
H28 6.160 -2.507 3.083  0.21
H29 6.867 -3.724 3.676  0.30
O6 -3.387 3.509 -4.847  -0.69
H30 -2.913 2.933 -4.229  0.32
H31 -2.681 3.937 -5.356  0.37
O7 1.523 4.110 3.689  -0.57
H32 1.175 4.945 3.341  0.34
H33 0.921 3.439 3.333  0.29
O8 0.225 -9.759 3.302  -0.65
H34 -0.604 -9.703 2.804  0.33
H35 0.398 -8.844 3.571  0.31
O9 2.699 5.279 -3.002  -0.67
H36 3.046 4.628 -3.630  0.31
H37 2.374 4.742 -2.264  0.40
O10 1.796 -1.628 -4.964  -0.61
H38 2.648 -1.367 -5.345  0.29
H39 1.876 -2.587 -4.847  0.30
O11 -1.344 5.761 -5.632  -0.62
H40 -1.562 6.417 -6.312  0.31
H41 -0.675 6.202 -5.087  0.31
O12 -3.675 1.351 -6.693  -0.63
H42 -4.504 1.407 -7.191  0.30
H43 -3.502 2.266 -6.423  0.34
O13 1.867 6.882 3.033  -0.65
H44 2.480 7.630 2.967  0.29
H45 1.972 6.574 3.946  0.31
O14 3.396 7.097 -0.486  -0.69
H46 3.323 6.160 -0.721  0.31
H47 3.200 7.562 -1.313  0.33
O15 5.999 7.330 -2.013  -0.62
H48 5.163 7.576 -1.589  0.37
H49 5.957 6.363 -2.069  0.29
O16 -4.344 0.786 1.796  -0.64
H50 -4.562 1.442 1.117  0.30
H51 -3.675 1.227 2.341  0.30
O17 -5.977 -1.413 -1.704  -0.57
H52 -6.325 -0.578 -2.052  0.28
H53 -6.579 -2.084 -2.060  0.28

As for the HOMO energy: -8.48 eV. As for the HOMO-LUMO gap: 0.24081 hartree.

No. 2
The following is a quantum chemistry calculation of a structure of composition C15H56BClF4Li2O13, from the Open Molecules 2025 dataset.

Each line ends with the Mulliken charge.
Cartesian coordinates (Å):
Li1 -0.508 1.753 0.038  0.90
Li2 2.007 0.377 -1.778  0.76
B1 -2.001 3.200 -2.018  0.44
F1 -0.899 4.029 -2.023  -0.55
F2 -2.567 3.090 -3.326  -0.33
F3 -1.501 1.959 -1.596  -0.08
F4 -2.859 3.729 -1.079  -0.35
Cl1 0.723 -0.204 0.168  -0.50
O1 2.829 0.524 2.895  -0.76
H1 2.908 -0.444 2.902  0.48
H2 1.960 0.614 2.563  0.15
O2 0.156 -1.114 -4.736  -0.61
H3 -0.032 -1.431 -5.601  0.24
H4 -0.636 -1.293 -4.159  0.49
O3 1.101 1.163 -3.203  -0.50
H5 0.835 0.781 -4.012  0.21
H6 0.412 1.792 -2.975  0.21
O4 3.698 1.574 -1.370  -0.35
H7 4.155 1.253 -0.578  0.41
H8 4.207 2.303 -1.706  0.14
O5 -1.926 -1.469 -3.171  -0.71
H9 -2.806 -1.033 -3.174  0.45
H10 -1.805 -1.704 -2.239  0.23
O6 2.257 -1.454 -2.703  -0.62
H11 1.752 -1.383 -3.562  0.27
H12 1.827 -2.183 -2.175  0.36
C1 0.073 -3.682 2.874  -0.77
C2 0.861 -2.473 3.488  1.08
C3 1.283 -2.707 4.937  -1.51
O7 2.086 -2.302 2.754  -0.63
H13 -0.786 -3.846 3.526  0.40
H14 0.721 -4.551 2.774  0.36
H15 -0.347 -3.444 1.880  -0.17
H16 0.282 -1.585 3.423  -0.11
H17 1.683 -3.683 5.044  0.36
H18 0.372 -2.588 5.586  0.35
H19 2.065 -1.978 5.190  0.37
H20 1.872 -2.216 1.851  0.14
C4 -6.443 0.949 -3.074  -1.55
C5 -5.032 0.826 -2.401  0.93
C6 -4.985 0.171 -1.016  -0.90
O8 -4.184 0.214 -3.363  -0.74
H21 -6.949 0.036 -3.154  0.40
H22 -6.288 1.406 -4.080  0.36
H23 -7.151 1.578 -2.490  0.35
H24 -4.753 1.859 -2.191  0.00
H25 -5.599 0.540 -0.170  0.47
H26 -3.981 0.276 -0.497  -0.15
H27 -5.186 -0.891 -1.061  0.39
H28 -3.382 0.711 -3.350  0.32
C7 5.258 -1.238 0.118  -0.85
C8 5.748 -0.016 0.944  0.63
C9 7.054 0.575 0.500  -1.41
O9 4.767 1.051 0.891  -0.64
H29 5.947 -2.055 0.227  0.43
H30 4.907 -0.993 -0.894  0.25
H31 4.298 -1.572 0.597  -0.03
H32 5.831 -0.373 2.029  0.27
H33 7.853 -0.226 0.395  0.36
H34 7.512 1.298 1.168  0.37
H35 7.007 1.012 -0.552  0.23
H36 4.105 0.882 1.637  0.40
C10 -3.433 2.602 3.062  -1.50
C11 -2.164 2.706 2.150  0.75
C12 -0.889 2.467 2.868  -0.94
O10 -2.208 1.738 1.101  -0.22
H37 -4.248 2.876 2.363  0.37
H38 -3.354 3.360 3.832  0.41
H39 -3.659 1.660 3.566  0.28
H40 -2.189 3.712 1.720  0.20
H41 -0.101 2.527 2.125  -0.04
H42 -0.909 1.525 3.375  0.21
H43 -0.787 3.220 3.653  0.49
H44 -2.807 2.067 0.397  -0.01
C13 -2.427 -2.595 0.865  -0.61
O11 -1.425 -2.602 -0.205  -0.30
H45 -3.338 -2.183 0.441  0.09
H46 -2.560 -3.619 1.308  0.29
H47 -2.006 -1.931 1.629  0.25
H48 -0.958 -1.790 -0.074  0.01
C14 0.097 -4.558 -1.744  -0.44
O12 1.027 -3.858 -1.003  -0.52
H49 -0.550 -3.911 -2.306  0.11
H50 0.744 -5.094 -2.471  0.30
H51 -0.607 -5.132 -1.083  0.20
H52 0.492 -3.357 -0.375  0.33
C15 1.742 4.199 0.138  -0.78
O13 0.483 3.542 0.000  -0.21
H53 1.686 5.003 0.855  0.29
H54 2.475 3.491 0.467  0.14
H55 2.089 4.499 -0.853  0.35
H56 -0.024 4.039 -0.727  0.35

As for the HOMO energy: -10.18 eV. As for the HOMO-LUMO gap: 0.38726 hartree.